Formula: C4H6N2O
Source: the OMol25 dataset
Level of theory: wB97M-V/def2-TZVPD

Each atom is followed by the atoms it is bonded to, with distances in Å.
Element x y z (Å)
1 C -1.550 -0.299 -0.530  C2 1.522, H8 1.090, H9 1.093, H10 1.094
2 C -0.896 -0.610 0.809  C1 1.522, O3 1.441, H11 1.092, H12 1.091
3 O 0.462 -0.171 1.007  C2 1.441, C4 1.328
4 C 1.291 0.184 0.032  O3 1.328, N5 1.265, C6 1.465
5 N 1.359 -0.314 -1.129  C4 1.265, H13 1.017
6 C 2.110 1.292 0.530  C4 1.465, N7 1.156
7 N 2.692 2.213 0.916  C6 1.156
8 H -0.852 -0.401 -1.361  C1 1.090
9 H -2.354 -1.022 -0.690  C1 1.093
10 H -1.980 0.706 -0.544  C1 1.094
11 H -0.926 -1.675 1.047  C2 1.092
12 H -1.409 -0.071 1.607  C2 1.091
13 H 2.053 0.168 -1.695  N5 1.017

Summary:
HOMO level	-10.8	eV
molecular weight	98.105	g/mol
calculated total energy	-9271.575	eV
2S+1	1
SMILES	[H]/N=C(\C#N)OCC